# 1
Below is a 5-piece molecular cluster, C17H29ClO21S4 overall, with properties calculated with ωB97M-V/def2-TZVPD.

structure (SMILES) = CC(=O)OC[C@@]1(CCCCl)COC(=O)O1.O=S1(=O)OCCO1.O=S1(=O)OCCO1.O=S1(=O)OCCO1.O=S1(=O)OCCO1
2S+1 = 1

Atoms and positions in Å:
C: -1.075 1.948 -1.461
C: -0.476 1.120 -2.588
O: -0.121 1.693 -3.597
O: -0.250 -0.212 -2.519
C: -0.959 -0.941 -1.529
C: -2.444 -1.257 -1.881
C: -3.509 -0.508 -1.065
C: -4.169 0.679 -1.810
C: -5.568 0.302 -2.325
Cl: -6.782 0.631 -1.035
C: -2.668 -1.422 -3.392
O: -2.202 -2.785 -3.546
C: -2.893 -3.385 -2.507
O: -3.634 -4.303 -2.569
O: -2.566 -2.651 -1.404
H: -0.298 2.631 -1.115
H: -1.532 1.397 -0.647
H: -1.863 2.556 -1.904
H: -0.884 -0.497 -0.532
H: -0.460 -1.907 -1.443
H: -3.050 -0.206 -0.121
H: -4.297 -1.227 -0.825
H: -3.569 1.049 -2.647
H: -4.311 1.474 -1.081
H: -5.839 0.855 -3.223
H: -5.652 -0.763 -2.544
H: -2.191 -0.695 -4.042
H: -3.740 -1.525 -3.612
O: 3.020 -1.824 -0.311
S: 2.968 -1.210 -1.593
O: 1.764 -0.664 -2.109
O: 3.589 -2.241 -2.656
C: 4.693 -1.632 -3.330
C: 5.255 -0.646 -2.327
O: 4.108 -0.095 -1.670
H: 4.316 -1.123 -4.220
H: 5.418 -2.386 -3.625
H: 5.834 0.143 -2.797
H: 5.868 -1.149 -1.574
O: 4.300 1.164 -0.027
S: 3.421 1.219 1.081
O: 2.177 0.542 1.081
O: 3.176 2.759 1.462
C: 3.551 2.997 2.823
C: 4.642 1.986 3.104
O: 4.220 0.804 2.412
H: 2.677 2.827 3.455
H: 3.892 4.022 2.946
H: 4.761 1.783 4.165
H: 5.599 2.303 2.686
O: 1.791 -5.496 4.297
S: 3.118 -5.106 3.987
O: 4.241 -5.804 4.499
O: 3.272 -3.546 4.325
C: 3.684 -2.827 3.153
C: 3.121 -3.621 1.998
O: 3.274 -4.994 2.400
H: 4.776 -2.808 3.130
H: 3.305 -1.808 3.180
H: 3.646 -3.433 1.070
H: 2.057 -3.422 1.859
O: -1.926 4.035 2.043
S: -3.122 3.601 1.421
O: -3.126 3.028 0.123
O: -4.180 4.800 1.466
C: -5.375 4.377 2.139
C: -4.910 3.320 3.116
O: -3.893 2.602 2.405
H: -6.058 3.960 1.396
H: -5.850 5.221 2.632
H: -5.708 2.648 3.419
H: -4.455 3.766 4.003

# 2
Below is a 2-piece molecular cluster, C17H29FNO4 overall, with properties calculated with ωB97M-V/def2-TZVPD.

charge = -1
2S+1 = 1

Atoms and positions in Å:
C: -2.736 0.070 2.773
C: -2.480 0.753 1.829
N: -2.101 1.568 0.791
C: -2.874 2.812 0.696
C: -4.351 2.612 0.406
O: -5.159 2.073 1.071
F: -4.705 3.177 -0.774
C: -2.011 0.904 -0.504
O: -1.233 1.297 -1.326
O: -2.908 -0.055 -0.644
C: -2.726 -0.902 -1.803
C: -1.605 -1.946 -1.686
C: -1.045 -2.217 -0.272
C: 0.456 -1.968 -0.238
C: 1.118 -2.410 1.070
C: 1.104 -1.308 2.154
C: 2.395 -0.457 2.207
C: 2.195 1.072 2.105
C: 2.888 1.731 0.891
C: 2.002 1.842 -0.371
C: 2.745 1.563 -1.691
C: 1.958 0.711 -2.688
H: -2.824 -0.519 3.662
H: -2.441 3.400 -0.111
H: -2.791 3.358 1.633
H: -3.687 -1.392 -1.947
H: -2.561 -0.291 -2.690
H: -0.772 -1.723 -2.348
H: -2.006 -2.885 -2.065
H: -1.572 -1.693 0.527
H: -1.174 -3.285 -0.075
H: 0.911 -2.491 -1.088
H: 0.644 -0.895 -0.378
H: 0.575 -3.280 1.446
H: 2.152 -2.700 0.876
H: 0.971 -1.789 3.126
H: 0.244 -0.667 1.954
H: 3.086 -0.794 1.433
H: 2.893 -0.653 3.158
H: 2.594 1.541 3.007
H: 1.134 1.329 2.073
H: 3.178 2.737 1.200
H: 3.785 1.158 0.655
H: 1.625 2.866 -0.409
H: 1.124 1.209 -0.250
H: 2.937 2.525 -2.171
H: 3.695 1.067 -1.490
H: 1.705 -0.267 -2.285
H: 1.058 1.223 -3.031
H: 2.573 0.534 -3.574
O: 0.843 -3.873 -2.633
H: 1.172 -4.670 -2.199

Number 1: DFT total energy -116954.5352 eV, maximum force 0.0654 hartree/bohr. Number 2: DFT total energy -30494.4931 eV, maximum force 0.0264 hartree/bohr.